[1]
Entry from the Open Molecules 2025 dataset: C5H6CeCl2GaN2O4 as an isolated structure (the ωB97M-V functional and the def2-TZVPD basis).

Calculated values
⟨S²⟩: 0.751
Gap between HOMO and LUMO (spin up / spin down): 0.1462 / 0.1459 hartree
Net charge: +4
Spin multiplicity: 2

Geometry (Å):
Ga  0.311  -0.355  -3.931
Ce  -0.139  -0.432  -0.645
Cl  -1.918  -0.227  -2.595
Cl  1.827  -1.347  -2.336
C  -0.961  -2.214  0.522
C  -0.159  0.584  -5.783
C  -0.010  -1.917  -5.038
O  -1.516  -2.895  1.291
O  -0.653  0.587  -6.835
O  -0.003  -2.690  -5.908
C  0.958  -0.511  3.279
N  0.454  0.866  3.307
C  -0.057  1.501  2.250
N  -0.521  2.765  2.418
O  -0.123  0.973  1.077
H  1.415  -0.749  2.309
H  0.167  -1.241  3.493
H  1.733  -0.591  4.046
H  0.489  1.407  4.169
H  -0.913  3.240  1.616
H  -0.383  3.247  3.294

***

[2]
Entry from the Open Molecules 2025 dataset: a 2-piece molecular cluster, C12H21BBrF2NO7 overall (the ωB97M-V functional and the def2-TZVPD basis).

Calculated values
Gap between HOMO and LUMO: 0.2997 hartree

Geometry (Å):
C  -0.804  0.079  3.161
C  -1.781  0.273  2.037
O  -2.788  1.187  2.463
C  -2.388  -1.029  1.505
O  -2.094  -1.182  0.103
C  -1.303  -2.285  -0.229
C  -1.033  -2.098  -1.725
N  -0.059  -0.983  -1.924
C  0.288  -0.729  -3.344
C  -0.820  -0.126  -4.231
C  -0.229  0.944  -5.136
Br  -2.257  0.696  -3.197
C  1.178  -1.409  -1.157
C  0.806  -1.384  0.299
O  -0.145  -2.414  0.547
H  -0.541  1.062  3.550
H  -1.223  -0.485  3.994
H  0.121  -0.392  2.841
H  -1.254  0.733  1.191
H  -3.372  1.336  1.720
H  -2.071  -1.905  2.067
H  -3.472  -0.955  1.593
H  -1.854  -3.216  -0.080
H  -0.617  -2.999  -2.166
H  -1.981  -1.850  -2.189
H  -0.402  -0.135  -1.461
H  0.604  -1.681  -3.764
H  1.135  -0.048  -3.346
H  -1.281  -0.892  -4.846
H  0.484  0.500  -5.832
H  -1.001  1.476  -5.680
H  0.315  1.677  -4.540
H  2.018  -0.760  -1.383
H  1.373  -2.437  -1.450
H  0.454  -0.397  0.601
H  1.690  -1.587  0.898
B  2.785  3.594  3.940
O  3.087  2.163  4.306
C  2.876  1.394  3.273
O  3.004  0.194  3.228
C  2.407  2.267  2.104
O  2.130  1.851  1.000
O  2.353  3.505  2.494
F  3.915  4.372  4.053
F  1.749  4.075  4.711

***

[3]
Entry from the Open Molecules 2025 dataset: CH5FNOP as an isolated structure (the ωB97M-V functional and the def2-TZVPD basis).

Calculated values
Gap between HOMO and LUMO (spin up / spin down): 0.2996 / 0.2995 hartree
ΔE to the lowest compared entry with this formula, charge and spin: 138.2 kcal/mol

Geometry (Å):
C  0.998  1.036  -0.550
N  -0.815  -0.862  0.304
O  -2.196  -1.427  -0.040
F  1.344  -0.151  1.785
P  0.282  0.936  1.141
H  0.697  1.927  -1.012
H  2.038  0.851  -0.441
H  0.352  0.322  -1.220
H  -0.378  -1.550  0.904
H  -2.323  -1.082  -0.871

***

[4]
Entry from the Open Molecules 2025 dataset: C12H18Cl2N2Os as an isolated structure (the ωB97M-V functional and the def2-TZVPD basis).

Calculated values
⟨S²⟩: 6.100
Gap between HOMO and LUMO (spin up / spin down): 0.2209 / 0.2774 hartree
ΔE to the lowest compared entry with this formula, charge and spin: 5.1 kcal/mol
Spin multiplicity: 5

Geometry (Å):
Os  0.434  0.117  0.150
Cl  0.550  -2.128  -0.366
Cl  1.464  2.111  0.628
C  2.960  -0.306  -1.610
H  3.430  0.304  -0.832
H  3.479  -1.178  -2.041
C  -1.212  0.628  -0.427
C  1.729  0.084  -2.073
H  -2.176  0.665  0.129
C  1.156  -0.582  -3.344
H  1.332  1.115  -1.880
C  -0.110  0.126  -3.871
H  1.885  -0.687  -4.178
H  0.935  -1.636  -3.097
C  -1.299  -0.057  -2.898
H  0.106  1.194  -4.047
H  -0.388  -0.303  -4.850
C  -1.437  1.094  -1.854
H  -2.222  -0.073  -3.511
H  -1.247  -1.038  -2.409
H  -0.715  1.909  -2.023
H  -2.436  1.548  -1.969
N  1.068  -1.638  2.750
C  0.116  -0.791  3.158
C  -0.348  -0.816  4.495
C  -1.252  0.132  4.898
C  -1.671  1.064  3.929
C  -1.200  1.003  2.639
N  -0.362  0.056  2.177
H  1.465  -1.654  1.808
H  1.372  -2.348  3.404
H  0.090  -1.604  5.140
H  -1.624  0.153  5.934
H  -2.386  1.842  4.184
H  -1.486  1.694  1.857

***

[5]
Entry from the Open Molecules 2025 dataset: C17H13BrN3O2S3Ti as an isolated structure (the ωB97M-V functional and the def2-TZVPD basis).

Calculated values
⟨S²⟩: 0.754
Gap between HOMO and LUMO (spin up / spin down): 0.2720 / 0.2947 hartree
ΔE to the lowest compared entry with this formula, charge and spin: 0.0 kcal/mol
Spin multiplicity: 2

Geometry (Å):
Ti  -0.352  0.644  -1.191
O  3.418  0.530  2.141
C  3.959  0.006  1.030
C  5.347  -0.126  0.992
C  5.974  -0.652  -0.117
C  5.233  -1.060  -1.225
C  3.862  -0.929  -1.199
C  3.202  -0.400  -0.082
C  1.739  -0.303  -0.127
O  1.113  -0.660  -1.223
N  1.115  0.162  0.932
N  -0.287  0.174  0.830
C  -0.895  0.111  1.961
S  -2.632  0.273  2.010
C  -2.765  -0.313  3.730
C  -1.553  0.197  4.480
S  -0.070  -0.126  3.478
H  2.449  0.592  2.013
H  5.908  0.200  1.858
H  7.052  -0.746  -0.125
H  5.726  -1.472  -2.094
H  3.263  -1.235  -2.045
H  -2.811  -1.401  3.738
H  -3.689  0.089  4.142
H  -1.426  -0.323  5.428
H  -1.623  1.269  4.665
Br  -6.324  -1.372  -3.789
C  -4.636  -0.868  -3.078
C  -3.911  0.141  -3.688
C  -2.676  0.489  -3.157
C  -2.163  -0.112  -2.002
C  -2.933  -1.124  -1.420
C  -4.155  -1.514  -1.951
H  -4.301  0.641  -4.564
H  -2.125  1.287  -3.652
H  -2.583  -1.632  -0.526
H  -4.735  -2.302  -1.490
S  -0.192  5.396  -1.715
C  -0.241  3.825  -1.548
N  -0.280  2.645  -1.420